This record from OMol25 describes a 12-piece molecular cluster, C18H60N2O12 overall in a non-equilibrium geometry. The level of theory is ωB97M-V/def2-TZVPD.

## Properties
- SMILES: NC(N)=O.CCO.CCO.CCO.CCO.CCO.CCO.CO.CO.CO.CO.CO
- HOMO level: -8.233 eV
- Spin multiplicity: 1
- ΔE to the lowest compared entry with this formula, charge and spin: 1.906 eV
- LUMO: 0.24 eV

XYZ file:
```
92
Properties=species:S:1:pos:R:3:forces:R:3:lowdin_charge:R:1
N -10.54651 -14.93805 17.97771 2.994 -1.093 -0.654 0.156
C -11.74415 -14.50362 18.24518 -5.976 -6.062 -0.573 -0.644
N -11.90774 -13.21239 18.28718 -2.549 4.910 0.028 0.123
O -12.82517 -15.38535 18.34029 4.994 4.075 0.117 -0.170
H -10.38083 -15.96171 17.85438 -0.431 1.232 0.249 0.073
H -9.75852 -14.26870 17.84801 -0.984 -0.989 0.389 0.072
H -12.92127 -12.96384 18.48199 1.853 -0.582 -0.349 0.139
H -11.49697 -12.52069 17.57325 -0.366 -1.610 1.305 0.081
C -7.03882 -9.29216 16.75280 0.097 0.835 -0.520 -0.081
C -7.47467 -10.67502 16.23696 -2.230 2.211 -1.245 -0.365
O -6.40176 -11.44911 15.81791 0.042 -1.296 0.615 -0.067
H -6.38703 -8.71421 16.03914 -0.241 -1.012 0.649 0.089
H -6.56189 -9.40309 17.71831 0.525 0.054 0.133 0.054
H -7.85287 -8.55309 16.93609 -0.031 -0.981 -0.186 0.077
H -8.09149 -10.49670 15.29575 0.306 0.030 1.045 0.114
H -8.20801 -11.11347 16.96651 0.978 -0.084 -0.371 0.097
H -6.81896 -12.27604 15.47823 0.814 0.525 -0.176 0.044
C -4.70540 -14.07399 11.41078 -0.883 0.072 -2.102 -0.075
C -5.87032 -13.11331 11.24771 -0.530 0.891 0.074 -0.308
O -5.55798 -11.98605 10.38750 -0.737 -0.001 0.058 -0.100
H -4.97518 -14.72180 12.19858 -0.211 -0.930 1.073 0.034
H -3.77220 -13.61930 11.65757 0.580 0.481 0.014 0.066
H -4.63289 -14.68979 10.48261 0.347 0.467 0.640 0.094
H -6.17379 -12.73281 12.22073 0.152 0.158 0.304 0.097
H -6.75206 -13.67793 10.90154 0.254 0.181 -0.309 0.103
H -6.29748 -11.32158 10.35713 1.005 -1.311 0.295 0.103
C -6.24476 -17.19661 18.14052 -0.269 -1.613 1.047 -0.083
C -7.32668 -16.45752 18.93364 -0.538 -1.685 -1.033 -0.284
O -6.80746 -15.66724 19.96797 0.315 0.149 -0.037 -0.070
H -6.66288 -17.94678 17.46176 -0.689 0.465 -0.089 0.054
H -5.64326 -17.90267 18.76587 0.047 1.233 -0.088 0.114
H -5.68324 -16.53321 17.54728 1.194 0.615 -0.433 0.028
H -7.90689 -17.29321 19.33331 -0.580 0.416 0.235 0.120
H -7.92703 -15.88909 18.20069 0.017 -0.035 0.685 0.080
H -7.49352 -15.39952 20.57964 -0.273 -0.025 -0.042 0.110
C -2.48840 -13.62225 19.48635 -1.437 0.347 -1.608 -0.067
C -3.97426 -14.00414 19.48946 0.770 -2.142 2.471 -0.250
O -4.22361 -15.48113 19.40779 2.893 2.177 0.195 -0.089
H -2.10166 -13.89791 20.40733 1.112 -0.493 1.705 0.044
H -2.37955 -12.53422 19.34440 -0.162 -0.320 0.226 0.085
H -1.93435 -14.07704 18.66871 -0.093 -0.215 0.004 0.075
H -4.46837 -13.63622 18.67816 -1.250 1.473 -2.292 0.028
H -4.46189 -13.59861 20.42250 0.420 -0.415 -0.790 0.129
H -5.15509 -15.52925 19.34658 -1.394 -0.144 0.359 -0.033
C -9.82447 -12.93625 15.20586 1.149 2.464 0.219 -0.052
C -10.61649 -11.62395 15.09085 -0.786 -2.576 1.609 -0.228
O -11.08283 -11.33889 16.44533 -0.298 1.985 -1.315 -0.122
H -10.27585 -13.76247 15.68563 -1.126 -0.639 0.278 0.056
H -8.93064 -12.71021 15.77668 0.084 -0.084 0.351 0.037
H -9.42274 -13.18597 14.26679 0.235 -0.625 -1.430 0.063
H -11.49240 -11.82374 14.52552 -0.937 -0.126 -0.805 0.099
H -10.12353 -10.80554 14.62580 0.879 0.651 -0.016 0.093
H -11.70975 -10.58801 16.30397 0.633 -0.831 0.696 0.121
C -2.84100 -14.73269 14.89938 -1.111 -0.934 0.793 -0.041
C -3.59019 -13.89592 15.94037 0.278 0.998 -1.074 -0.307
O -2.79455 -12.79143 16.35884 -0.111 -0.046 0.182 -0.068
H -1.77777 -14.87971 15.04419 0.156 0.180 0.716 0.076
H -2.91908 -14.33412 13.91757 -0.365 0.323 -0.910 0.040
H -3.31540 -15.74615 14.95964 0.408 0.646 -0.472 0.078
H -3.86847 -14.50922 16.74600 0.165 -1.096 1.572 0.065
H -4.57662 -13.51837 15.62051 0.598 -0.059 -0.768 0.090
H -3.34354 -12.28211 16.96917 0.204 0.095 -0.185 0.076
C -6.73127 -14.70405 15.92826 -0.299 -2.287 -1.694 -0.128
O -6.86080 -13.96261 14.73024 -0.616 0.404 0.214 -0.141
H -7.62922 -15.22111 16.36613 0.488 0.902 -0.764 0.078
H -6.29593 -14.06597 16.61333 0.668 1.187 1.713 0.036
H -5.99878 -15.47989 15.67274 -0.073 -0.167 0.624 0.073
H -7.08688 -14.55545 13.99757 -0.383 0.030 -0.032 0.041
C -5.61065 -18.23841 14.78170 -2.080 1.791 1.604 -0.161
O -6.12169 -19.47529 15.19583 -1.215 -0.071 -1.497 -0.085
H -6.22238 -17.70886 14.00321 0.036 -0.913 0.821 0.090
H -4.65812 -18.24402 14.42338 2.873 -0.644 -1.323 0.043
H -5.53601 -17.58431 15.67275 -0.290 0.082 -0.580 0.050
H -5.62691 -19.80944 15.92150 0.753 -0.277 0.837 0.067
C -7.20608 -12.64740 19.03457 -1.024 -1.667 1.629 -0.104
O -8.46711 -13.14309 18.57764 0.622 -0.036 -0.956 -0.145
H -7.28844 -11.61151 19.16617 0.218 1.594 0.357 0.070
H -6.37945 -12.86756 18.40953 0.294 -0.315 -1.041 0.048
H -7.05002 -13.19291 19.97933 0.526 0.710 -0.083 0.082
H -9.12717 -12.66974 19.07631 -0.547 0.153 0.204 0.082
C -9.33855 -17.31561 16.06860 0.781 -1.777 -1.201 -0.178
O -10.05877 -17.48163 17.22338 -0.780 -0.105 1.993 -0.116
H -8.31233 -17.71796 16.14538 -0.116 0.469 0.011 0.076
H -9.32653 -16.26536 15.79828 -0.143 0.017 -0.045 0.061
H -9.81373 -17.94628 15.30712 0.062 0.517 -0.429 0.091
H -10.00508 -18.35050 17.64152 0.161 0.187 -0.457 0.124
C -8.94221 -16.49649 13.03029 -0.341 -1.023 -2.522 -0.117
O -7.91358 -15.55582 12.73320 -0.505 1.385 1.657 -0.128
H -8.58712 -17.41962 13.47644 0.252 0.160 0.654 0.062
H -9.17874 -16.81132 11.99051 -1.022 -0.181 0.743 0.098
H -9.83887 -16.11326 13.54878 0.897 0.292 -0.302 0.096
H -7.16936 -16.02505 12.40327 0.891 -0.698 -0.600 0.062
```
Positions in Å, forces in eV/Å.